{
  "formula": "C25H52BClIO12PS",
  "method": "ωB97M-V with the def2-TZVPD basis set",
  "orbital_gap_ev": 8.34,
  "e_lumo_ev": 0.0,
  "homo_energy_ev": -8.371,
  "energy_ha": -3408.81587,
  "smiles": "CC[C@H](Cl)[C@]1(B(O)O)[C@@H](P(CC)CC)[C@@H](CC(=O)I)COS1(=O)=O.COCCOCCOC.COCCOCCOC",
  "elements": ["C", "C", "C", "Cl", "C", "B", "O", "O", "C", "P", "C", "C", "C", "C", "C", "C", "C", "O", "I", "C", "O", "S", "O", "O", "H", "H", "H", "H", "H", "H", "H", "H", "H", "H", "H", "H", "H", "H", "H", "H", "H", "H", "H", "H", "H", "H", "H", "H", "C", "O", "C", "C", "O", "C", "C", "O", "C", "H", "H", "H", "H", "H", "H", "H", "H", "H", "H", "H", "H", "H", "H", "C", "O", "C", "C", "O", "C", "C", "O", "C", "H", "H", "H", "H", "H", "H", "H", "H", "H", "H", "H", "H", "H", "H"],
  "coordinates": [[1.370, -2.679, 1.946], [-0.073, -3.102, 1.636], [-1.141, -2.642, 2.637], [-2.390, -3.968, 2.658], [-1.868, -1.268, 2.386], [-2.868, -1.151, 3.667], [-4.089, -1.723, 3.796], [-2.414, -0.509, 4.785], [-2.481, -1.168, 0.948], [-4.342, -0.960, 0.939], [-4.938, -1.074, -0.820], [-6.038, -2.168, -0.915], [-4.856, 0.670, 1.633], [-6.124, 0.477, 2.474], [-1.695, -0.356, -0.129], [-2.220, 1.030, -0.595], [-1.652, 2.307, 0.035], [-0.521, 2.686, -0.104], [-2.927, 3.701, 1.149], [-0.191, -0.288, 0.061], [0.266, 0.222, 1.313], [-0.616, 0.016, 2.630], [0.279, -0.403, 3.661], [-1.253, 1.266, 2.909], [1.513, -2.454, 2.995], [2.013, -3.533, 1.743], [1.748, -1.864, 1.339], [-0.074, -4.184, 1.696], [-0.397, -2.884, 0.622], [-0.742, -2.627, 3.643], [-4.327, -2.318, 3.073], [-2.742, -0.989, 5.551], [-2.434, -2.196, 0.589], [-4.142, -1.292, -1.526], [-5.417, -0.122, -1.041], [-6.935, -1.755, -1.367], [-5.680, -2.982, -1.539], [-6.309, -2.544, 0.065], [-5.037, 1.382, 0.834], [-4.058, 1.014, 2.289], [-6.937, 0.145, 1.829], [-6.421, 1.453, 2.858], [-5.966, -0.224, 3.282], [-1.792, -0.962, -1.028], [-3.300, 1.122, -0.636], [-1.894, 1.125, -1.631], [0.323, -1.208, -0.199], [0.166, 0.419, -0.686], [-0.228, -5.641, -4.459], [0.996, -5.234, -3.882], [2.158, -5.485, -4.649], [2.918, -4.257, -5.137], [2.233, -3.284, -5.905], [1.130, -2.589, -5.359], [1.342, -1.733, -4.115], [1.860, -2.410, -2.986], [3.142, -1.986, -2.558], [-0.618, -6.511, -3.923], [-0.956, -4.833, -4.353], [-0.132, -5.884, -5.519], [1.930, -6.140, -5.496], [2.851, -6.035, -4.002], [3.703, -4.637, -5.797], [3.456, -3.778, -4.318], [0.286, -3.267, -5.228], [0.815, -1.897, -6.147], [0.351, -1.356, -3.832], [1.956, -0.862, -4.362], [3.664, -1.403, -3.319], [3.741, -2.869, -2.323], [3.052, -1.392, -1.643], [1.558, 3.367, 1.905], [2.815, 3.828, 2.379], [3.941, 3.407, 1.648], [4.720, 4.503, 0.927], [4.037, 5.340, 0.013], [2.965, 6.155, 0.453], [3.234, 7.218, 1.512], [3.771, 6.750, 2.733], [5.071, 7.200, 3.052], [1.165, 2.622, 2.598], [0.855, 4.203, 1.884], [1.616, 2.937, 0.906], [3.672, 2.618, 0.936], [4.638, 2.958, 2.367], [5.476, 3.986, 0.327], [5.295, 5.105, 1.634], [2.111, 5.536, 0.728], [2.643, 6.700, -0.439], [2.263, 7.668, 1.747], [3.862, 8.012, 1.092], [5.593, 7.615, 2.186], [5.650, 6.356, 3.434], [5.020, 7.956, 3.841]],
  "forces_ev_per_angstrom": [[0.1764, -0.4390, -0.2814], [0.1076, -0.1742, 0.4857], [-0.1163, -0.0205, -0.5020], [-0.0740, 0.0833, -0.0793], [0.2788, 0.0068, -0.5703], [-0.0311, 0.5572, 0.6509], [0.1325, -0.3677, -0.0840], [0.5005, -0.4351, -0.1977], [-0.1289, 0.4419, -0.4143], [-0.2861, -1.1875, 0.5866], [-0.4853, -0.0663, 0.6796], [0.3432, 0.3571, -0.2495], [0.1145, -0.6382, 0.0372], [0.0025, 0.5486, -0.6779], [-0.0482, 0.1036, 0.2120], [-0.2430, 0.6097, 0.1440], [1.4268, 0.7200, 0.2514], [-1.4057, -0.7855, -0.1245], [0.0299, -0.3318, -0.3653], [0.2655, 0.4087, -1.0679], [-0.6399, -0.7617, 0.1981], [0.5268, 1.0592, 1.9960], [0.3908, -0.6686, -0.3903], [-0.7718, 0.1184, -1.0524], [-0.0867, 0.2707, 0.1115], [0.0868, -0.0467, -0.1549], [-0.0866, 0.2788, 0.1255], [-0.1303, -0.1538, 0.0070], [0.0758, 0.0628, -0.1021], [0.1291, 0.0173, 0.1280], [-0.1715, 0.1567, -0.1946], [-0.3085, 0.3676, 0.2755], [-0.0266, -0.1097, -0.0876], [0.1446, 0.2599, -0.0981], [0.3190, 0.2395, -0.2995], [-0.0952, -0.0451, -0.1490], [-0.1374, -0.2344, 0.0503], [0.0201, -0.1579, 0.0841], [0.1533, 0.3047, 0.0440], [0.1813, 0.2754, -0.1532], [-0.1434, -0.2284, 0.0965], [-0.0540, -0.0132, 0.2499], [-0.0426, -0.0862, 0.1174], [-0.0903, -0.0496, -0.1397], [-0.1063, -0.2734, 0.2819], [0.1182, 0.0778, -0.1092], [-0.1054, -0.3298, 0.4358], [0.2201, 0.1967, 0.1150], [-0.0512, -0.0034, 0.2519], [-0.0019, 0.1348, -0.2534], [0.0257, -0.1277, 0.0236], [0.2688, 0.1568, 0.2538], [0.0522, 0.0349, -0.1601], [-0.3291, -0.2207, -0.0440], [-0.0541, 0.0659, 0.0773], [0.1596, 0.0648, -0.1973], [-0.1258, -0.1303, 0.2429], [0.0050, -0.0535, -0.0853], [0.0086, 0.0001, -0.0130], [0.0300, 0.0112, -0.0118], [-0.1228, 0.0691, -0.0312], [0.0984, -0.0146, -0.1032], [-0.0818, -0.0059, -0.0906], [-0.2147, -0.0205, 0.1763], [0.0623, -0.0555, 0.2597], [0.1034, 0.0316, -0.0120], [-0.0232, 0.0756, -0.1457], [0.1020, -0.0618, 0.0129], [-0.0133, 0.0012, -0.0198], [-0.0021, 0.0029, -0.0011], [0.0537, 0.0908, -0.0520], [0.0444, 0.0598, 0.4013], [-0.0075, 0.1122, -0.2987], [0.0037, -0.1277, 0.0766], [0.2787, 0.1632, 0.1975], [0.0672, 0.0325, -0.1845], [-0.3442, -0.2348, 0.0233], [-0.0331, 0.1081, 0.0492], [0.1674, -0.0783, -0.2242], [-0.1312, -0.0553, 0.2049], [-0.0533, -0.0863, -0.0618], [0.0196, -0.0010, -0.0380], [0.0993, 0.0298, -0.0170], [-0.1116, 0.0664, -0.0382], [0.1093, -0.0359, -0.1179], [-0.0833, -0.0131, -0.0852], [-0.2199, 0.0277, 0.1841], [0.0805, -0.0111, 0.2630], [0.1066, 0.0231, -0.0215], [-0.0260, 0.0464, -0.1515], [0.1074, -0.0613, 0.0245], [-0.0079, -0.0042, -0.0199], [0.0001, 0.0059, -0.0017], [0.0552, 0.0703, -0.0612]],
  "mulliken_charge": [-1.18, -0.82, -0.71, -0.18, -0.32, 0.95, -0.63, -0.71, -0.02, -0.63, -0.36, -1.15, -0.05, -1.51, 0.42, -0.59, -0.42, -0.49, -0.06, -2.05, -0.03, 1.74, -0.77, -0.64, 0.30, 0.43, 0.18, 0.72, 0.22, 0.77, 0.32, 0.30, 0.56, 0.31, 0.42, 0.35, 0.34, 0.32, 0.62, 0.08, 0.35, 0.42, 0.32, 0.62, 0.59, 0.59, 0.33, 0.70, -0.81, -0.26, -0.49, -0.20, -0.46, -0.39, -0.30, -0.16, -0.84, 0.25, 0.21, 0.40, 0.39, 0.34, 0.44, 0.00, 0.07, 0.43, 0.18, 0.44, 0.42, 0.26, 0.14, -0.78, -0.39, -0.31, -0.29, -0.49, 0.00, -0.51, -0.30, -0.83, 0.22, 0.22, 0.46, 0.20, 0.40, 0.43, 0.04, -0.13, 0.43, 0.35, 0.37, 0.41, 0.24, 0.24]
}